(1)
23
Properties=species:S:1:pos:R:3 method="wB97M-V/def2-TZVPD" smiles=CCCN1CCCC1 total_energy_ev=-8989.38294 gap_ev=9.36 e_above_lowest_kj_mol=299.77 spin_multiplicity=1 homo_ev=-8.30
C -1.705 -2.367 0.852
C -0.185 -2.319 0.694
C 0.583 -0.993 0.659
N -0.139 0.207 0.117
C 0.176 1.543 0.855
C 0.748 2.582 -0.212
C 0.397 1.965 -1.582
C 0.130 0.470 -1.361
H -1.938 -3.329 0.399
H -1.988 -2.187 1.886
H -2.392 -1.609 0.457
H 0.452 -3.033 1.186
H -0.217 -2.773 -0.279
H 1.223 -0.981 1.662
H 1.593 -1.163 0.084
H 0.877 1.249 1.606
H -0.640 1.937 1.343
H 1.785 2.732 -0.072
H 0.491 3.652 -0.151
H 1.304 2.013 -2.313
H -0.387 2.392 -2.192
H 0.686 -0.216 -1.957
H -0.856 0.227 -1.683



(2)
24
Properties=species:S:1:pos:R:3 method="wB97M-V/def2-TZVPD" smiles="C=C(C)/[N+](C)=C(/C)CN" total_energy_ev=-10473.79449 gap_ev=9.96 e_above_lowest_kj_mol=241.33 spin_multiplicity=1 homo_ev=-13.67 total_charge=+1
C -2.089 0.752 -1.379
C -1.510 0.402 -0.230
C -2.060 0.860 1.120
N -0.245 -0.404 -0.110
C -0.690 -1.738 0.344
C 1.049 -0.209 -0.328
C 2.037 -1.327 -0.398
C 1.588 1.161 -0.604
N 2.032 1.473 0.791
H -1.545 0.533 -2.283
H -3.150 1.218 -1.396
H -1.758 1.812 1.461
H -1.865 0.078 1.874
H -3.236 0.934 0.921
H -1.787 -1.771 0.649
H -0.594 -2.220 -0.658
H -0.092 -2.302 1.145
H 2.966 -0.888 -0.255
H 1.789 -1.859 -1.343
H 1.785 -2.040 0.403
H 2.416 1.238 -1.348
H 0.773 1.820 -0.937
H 2.913 1.134 1.113
H 1.275 1.342 1.448



(3)
25
Properties=species:S:1:pos:R:3 method="wB97M-V/def2-TZVPD" total_energy_ev=-12516.03701 gap_ev="8.64 / 7.03" e_above_lowest_kj_mol=299.48 spin_multiplicity=3 homo_ev="-11.36 / -15.12" total_charge=+1
C -1.191 -1.330 0.868
C 2.648 -0.471 -0.476
C 2.241 -0.145 1.061
C 1.157 -0.401 -1.126
C 1.200 0.946 0.854
C 0.230 0.490 -0.266
C -2.071 -0.294 -1.243
N -1.918 0.777 0.919
N -1.162 -0.127 0.126
O -2.076 -2.109 0.836
H -0.475 -1.174 1.801
H 3.293 0.288 -0.857
H 3.160 -1.464 -0.649
H 1.860 -0.996 1.648
H 3.105 0.393 1.589
H 1.215 -0.209 -2.259
H 0.751 -1.447 -1.012
H 0.598 1.165 1.729
H 1.555 1.966 0.447
H -0.089 1.439 -0.753
H -2.637 0.698 -1.290
H -1.448 -0.432 -2.161
H -2.809 -1.032 -0.959
H -1.521 0.881 1.886
H -2.829 0.375 0.859



(4)
26
Properties=species:S:1:pos:R:3 method="wB97M-V/def2-TZVPD" total_energy_ev=-14564.47036 gap_ev="7.85 / 5.20" e_above_lowest_kj_mol=70.40 spin_multiplicity=3 homo_ev="-10.44 / -13.53" total_charge=+1
C 0.454 1.636 -1.078
C 0.816 2.213 -2.436
C -1.080 1.199 -2.629
C 1.861 -1.548 1.483
C 0.418 -1.698 0.875
C -0.424 -0.598 1.616
C -1.856 -0.746 1.177
N -0.780 0.926 -1.368
N -2.380 -0.042 0.242
O -0.297 1.981 -3.315
O -2.231 0.813 -3.099
H 1.097 0.972 -0.595
H 1.037 3.304 -2.410
H 1.699 1.680 -2.781
H 2.068 -0.697 2.092
H 2.554 -1.454 0.646
H 2.224 -2.475 2.029
H 0.389 -1.509 -0.265
H 0.312 -2.858 0.967
H -0.431 -0.769 2.744
H 0.033 0.363 1.194
H -2.397 -1.683 1.474
H 0.091 2.324 -0.333
H -3.368 0.035 0.028
H -1.695 0.581 -0.294
H -2.513 1.153 -3.917



(5)
35
Properties=species:S:1:pos:R:3 method="wB97M-V/def2-TZVPD" total_energy_ev=-59366.58349 gap_ev=8.22 e_above_lowest_kj_mol=351.55 spin_multiplicity=1 homo_ev=-5.94 total_charge=-1
N 3.093 -2.168 1.118
C 3.886 -1.182 0.395
O 4.355 -1.522 -0.709
C 4.221 0.277 0.953
C 2.894 1.171 1.164
S 2.043 1.405 -0.489
O 1.320 2.737 -0.366
O 3.146 1.477 -1.500
N 1.010 0.061 -0.618
S 0.176 0.017 -2.100
O 0.835 0.727 -3.245
O 0.074 -1.450 -2.490
C -1.561 0.635 -1.999
C -1.898 1.472 -0.689
C -1.979 0.565 0.627
C -3.487 0.206 1.035
S -4.031 -1.487 0.557
O -5.541 -1.464 0.448
O -3.502 -1.968 -0.757
O -3.517 -2.538 1.745
H 2.122 -1.838 1.254
H 3.072 -3.028 0.550
H 4.826 0.159 1.908
H 4.932 0.742 0.189
H 3.276 2.173 1.558
H 2.196 0.704 1.934
H -1.713 1.341 -2.888
H -2.276 -0.230 -2.174
H -2.954 1.901 -0.843
H -1.223 2.386 -0.577
H -1.533 1.155 1.495
H -1.389 -0.389 0.458
H -3.549 0.271 2.172
H -4.255 0.951 0.630
H -3.070 -3.270 1.254



(6)
26
Properties=species:S:1:pos:R:3 method="wB97M-V/def2-TZVPD" total_energy_ev=-21815.34793 gap_ev="7.79 / 7.60" e_above_lowest_kj_mol=382.54 spin_multiplicity=1 homo_ev="-8.07 / -7.86"
C 3.769 1.464 1.100
C -2.177 0.982 1.301
C -3.086 0.871 -1.228
C 0.682 -2.957 -0.397
C 3.445 0.444 0.185
C 2.011 0.653 -0.329
C -1.983 0.507 -0.208
N 3.840 2.294 1.907
N -1.793 -0.905 -0.143
O 1.374 -0.537 -0.783
P 0.612 -1.375 0.488
H -1.303 0.578 1.940
H -2.128 2.059 1.387
H -3.145 0.666 1.593
H -2.756 0.399 -2.137
H -3.047 1.977 -1.299
H -4.022 0.550 -0.811
H 0.414 -3.846 0.295
H 1.573 -3.174 -0.887
H -0.097 -2.754 -1.075
H 4.024 0.543 -0.681
H 3.737 -0.525 0.561
H 2.075 1.422 -1.115
H 1.336 1.191 0.406
H -1.044 0.743 -0.709
H -2.311 -1.268 0.641